No. 1
48
Properties=species:S:1:pos:R:3:forces:R:3:lowdin_charge:R:1 method="wB97M-V/def2-TZVPD" e_homo_ev=-8.3769 charge=0 lumo_energy_ev=0.46 homo_lumo_gap_ev=8.84
C 1.21604 0.25109 -3.51742 0.2 0.0 0.2 -0.019
C 1.77019 0.48442 -2.11163 0.3 0.1 -0.3 -0.289
N 2.20436 -0.75293 -1.51506 -0.2 -0.1 -0.1 0.119
C 3.22427 -0.74895 -0.60073 -0.2 -0.1 -0.3 -0.556
O 3.97038 0.18598 -0.44680 0.2 0.3 0.2 0.099
O 3.26662 -1.93045 0.01727 -0.1 -0.2 0.0 0.041
C 4.30291 -2.21930 0.99222 0.5 -0.1 0.5 -0.570
C 5.68080 -2.14629 0.33672 -0.3 0.1 -0.1 -0.019
C 4.20005 -1.25053 2.16930 -0.1 0.0 -0.3 -0.019
C 3.99547 -3.64750 1.44250 -0.1 0.4 -0.2 -0.023
C 0.74029 1.14419 -1.25526 -0.1 -0.5 0.6 -0.287
N 0.03905 0.60176 -0.31997 1.1 -0.9 -0.7 0.122
N -0.76901 1.55941 0.18478 -0.4 1.3 0.1 0.022
C -0.51790 2.64875 -0.48300 -0.3 -0.6 0.5 -0.661
S -1.24118 4.19978 -0.30568 -0.2 0.5 0.0 1.044
C -2.24627 3.92238 1.19749 0.1 0.0 -0.3 -0.336
C -3.59066 3.25019 0.90445 0.5 -0.1 0.1 -0.531
O -4.61254 3.89261 0.83685 -0.3 0.3 0.0 0.071
N -3.47427 1.90923 0.76180 0.2 -0.2 0.1 0.120
C -4.47211 0.97754 0.47537 -0.4 -0.1 -0.1 -0.211
C -5.82308 1.30561 0.39036 0.1 0.2 0.0 -0.002
C -6.75552 0.32458 0.10963 0.0 -0.3 0.0 -0.119
C -6.33981 -0.98094 -0.08506 -0.2 -0.1 0.0 -0.691
Br -7.62734 -2.33119 -0.47171 0.1 0.1 0.0 0.709
C -5.00008 -1.32426 -0.00440 -0.1 0.0 0.0 -0.129
C -4.07015 -0.34402 0.27585 -0.1 0.2 0.0 -0.018
O 0.43370 2.45662 -1.41623 0.0 0.2 -0.1 0.105
H 1.97713 -0.22069 -4.13165 0.1 0.0 -0.1 0.085
H 0.93168 1.19753 -3.96943 -0.1 0.1 -0.1 0.085
H 0.34426 -0.39820 -3.47482 -0.1 0.0 0.0 0.088
H 2.64819 1.14136 -2.15295 -0.2 -0.1 0.0 0.160
H 1.51858 -1.48618 -1.41807 0.0 0.0 0.0 0.153
H 6.44136 -2.44815 1.05114 0.1 -0.1 0.1 0.090
H 5.88746 -1.13161 0.00820 0.1 0.0 0.0 0.079
H 5.72075 -2.81028 -0.52410 0.0 -0.1 -0.1 0.092
H 4.91284 -1.53274 2.93884 0.1 -0.1 0.1 0.090
H 4.41613 -0.23745 1.84182 0.0 0.0 0.1 0.079
H 3.19656 -1.27856 2.58862 -0.1 0.0 0.1 0.092
H 4.72066 -3.96649 2.18484 0.1 0.0 0.1 0.089
H 4.03615 -4.32309 0.59237 0.0 -0.1 -0.1 0.087
H 2.99957 -3.69545 1.87447 -0.1 0.0 0.1 0.087
H -1.64254 3.34501 1.89524 0.0 0.0 0.1 0.087
H -2.43611 4.92251 1.58580 0.0 -0.1 0.0 0.086
H -2.52491 1.52723 0.78010 -0.2 0.2 0.0 0.086
H -6.13796 2.32438 0.54161 0.0 0.0 0.0 0.102
H -7.80242 0.57696 0.04326 -0.1 0.0 0.0 0.102
H -4.68948 -2.34614 -0.15809 0.0 -0.1 0.0 0.100
H -3.02209 -0.59774 0.34118 0.1 0.0 0.0 0.110

---

No. 2
13
Properties=species:S:1:pos:R:3:forces:R:3:lowdin_charge:R:1 method="wB97M-V/def2-TZVPD" e_homo_ev="0.5851 / -4.1181" charge=-1 lumo_energy_ev="3.78 / 4.05" multiplicity=2 homo_lumo_gap_ev="3.20 / 8.17" s2=0.754
C -1.28194 1.06511 -0.37546 -0.5 -2.2 0.9 -0.211
C -0.88042 0.13715 -1.52440 0.3 -0.9 -1.8 -0.617
S 0.66431 -1.02481 -1.43193 0.0 2.0 -1.9 0.005
S 0.31881 -1.69611 0.53430 1.0 0.2 3.5 0.065
C 1.62827 -0.73256 1.60207 1.1 0.5 1.1 -0.518
H -1.09275 2.06387 -0.67906 -0.2 1.1 0.0 0.030
H -2.38121 0.85151 -0.04790 2.0 0.7 -0.5 0.094
H -0.59237 0.80647 0.45011 -0.7 0.3 0.1 0.013
H -0.68384 0.76247 -2.48034 -0.6 -1.4 1.4 0.056
H -1.60243 -0.71255 -1.65649 0.2 1.4 -0.3 0.029
H 1.34593 -0.69826 2.73804 0.3 -0.3 -2.2 0.021
H 1.85883 0.35641 1.31224 -1.0 -1.4 0.0 0.018
H 2.69883 -1.17870 1.55881 -1.9 0.2 -0.1 0.016

---

No. 3
19
Properties=species:S:1:pos:R:3:forces:R:3:lowdin_charge:R:1 method="wB97M-V/def2-TZVPD" e_homo_ev="-2.4971 / -11.7075" charge=0 lumo_energy_ev="0.33 / 0.34" multiplicity=2 homo_lumo_gap_ev="2.83 / 12.05" s2=0.751
O -0.18801 -2.11911 -1.61091 -1.0 -2.7 2.0 -0.053
H -0.56273 -1.61519 -2.29045 -0.8 2.1 -2.0 -0.003
H -0.95147 -2.75898 -1.47489 1.4 0.7 0.1 0.102
O 0.75434 3.24639 1.13764 1.0 1.4 1.0 -0.179
H 0.84932 3.59316 2.07971 -0.3 -0.6 -1.6 0.069
H 1.25452 3.90609 0.57917 -0.7 -0.8 0.8 0.058
O 2.19698 0.95788 0.61153 0.8 2.9 0.8 -0.136
H 1.65796 1.72271 1.06733 0.6 -1.5 -1.1 0.062
H 3.04119 1.42455 0.36365 -1.1 -1.0 0.2 0.087
O -1.00901 -0.77680 2.51024 -0.6 0.1 0.1 -0.216
H -0.79526 -0.57402 3.43736 0.4 0.0 0.1 0.010
H -1.93311 -0.43259 2.45101 0.4 -0.1 -0.5 0.016
O -2.34466 -0.55423 -3.23002 0.6 0.6 -0.6 -0.113
H -2.45735 0.11033 -3.94869 -0.2 -0.9 0.9 0.061
H -3.18904 -0.96390 -3.03429 -0.3 0.2 -0.2 0.030
O 0.77054 -0.98950 0.49340 -3.8 -1.6 1.1 -0.054
H 0.07753 -0.82906 1.32593 1.6 0.1 -1.3 0.103
H 0.06596 -1.44130 -0.25059 2.6 1.4 0.5 0.125
H 1.50106 -0.25889 0.39968 -0.8 0.0 -0.3 0.030

---

No. 4
16
Properties=species:S:1:pos:R:3:forces:R:3:lowdin_charge:R:1 method="wB97M-V/def2-TZVPD" e_homo_ev=-9.0577 charge=0 lumo_energy_ev=0.73 homo_lumo_gap_ev=9.78
C 0.10085 -1.90854 -0.41060 1.1 -0.5 1.0 -0.136
N 0.88646 -0.71540 -0.71362 -0.4 1.5 -0.3 -0.068
C 0.51511 0.54870 -0.00855 -0.1 -0.4 0.3 -0.303
C 0.43468 0.39763 1.52816 -0.4 0.2 -0.8 -0.021
C -0.82214 1.07572 -0.52082 0.6 -0.1 0.5 -0.529
O -1.86096 0.49175 -0.43342 -0.8 -0.4 0.0 0.111
O -0.72652 2.30113 -1.04661 0.0 0.8 -0.3 0.114
H 0.43294 -2.68237 -1.10187 -0.6 0.1 -0.4 0.081
H -0.97201 -1.79505 -0.29506 -0.2 0.0 -0.5 0.073
H 0.47370 -2.32117 0.53742 -0.2 0.2 0.0 0.071
H 0.73683 -0.44380 -1.68878 0.3 -0.6 0.1 0.108
H 1.26364 1.30612 -0.23340 0.1 -0.1 -0.2 0.134
H 1.38613 0.63865 1.98944 0.1 -0.3 0.1 0.079
H -0.31863 1.08657 1.91050 0.1 0.0 0.1 0.085
H 0.09177 -0.60958 1.73913 0.1 0.0 0.4 0.066
H -1.62186 2.62966 -1.25193 0.2 -0.3 0.0 0.135

---

We obtain energy above the lowest of the compared OMol25 structures with the same formula, charge and spin values of 0.000; 2.208; 1.331; 1.112 eV for the records listed above, in that order.